Entry 1:
{"formula": "C6H13N", "method": "ωB97M-V/def2-TZVPD", "gap_ev": 8.74, "smiles": "C=C(CCC)NC", "multiplicity": 1, "lumo_ha": 0.0392, "elements": ["C", "C", "C", "C", "C", "C", "N", "H", "H", "H", "H", "H", "H", "H", "H", "H", "H", "H", "H", "H"], "positions_angstrom": [[-1.027, 1.793, 0.372], [-0.956, 0.621, 1.351], [-1.050, -0.741, 0.654], [-0.040, -1.056, -0.432], [-0.351, -1.032, -1.753], [2.255, -0.165, -0.492], [1.284, -1.118, 0.001], [-2.083, 1.902, 0.090], [-0.643, 2.709, 0.803], [-0.628, 1.504, -0.601], [0.047, 0.613, 1.795], [-1.716, 0.687, 2.128], [-2.059, -0.914, 0.275], [-0.826, -1.570, 1.342], [0.001, -1.804, -2.426], [-1.071, -0.295, -2.088], [3.217, -0.657, -0.622], [2.348, 0.747, 0.110], [1.934, 0.192, -1.467], [1.365, -1.417, 0.961]]}



Entry 2:
{"formula": "CH10NO6", "method": "ωB97M-V/def2-TZVPD", "gap_ev": 9.65, "total_charge": -1, "multiplicity": 1, "lumo_ha": 0.1333, "elements": ["N", "C", "O", "O", "H", "H", "H", "H", "O", "H", "H", "O", "H", "H", "O", "H", "H", "O"], "positions_angstrom": [[0.740, 2.105, 0.627], [-0.162, 0.947, 0.313], [-1.035, 0.697, 1.145], [0.126, 0.437, -0.781], [0.875, 2.296, 1.601], [1.513, 2.083, 0.015], [-0.499, -1.703, -1.920], [0.494, -0.693, -2.285], [0.213, -1.590, -2.561], [-0.357, -0.813, 2.755], [0.117, -1.332, 1.444], [0.154, -1.551, 2.366], [2.100, 0.514, -1.251], [1.594, 1.182, -2.429], [2.473, 1.055, -1.991], [-2.075, -0.696, 1.355], [-2.292, -1.808, 0.300], [-2.665, -1.460, 1.107]]}



Entry 3:
{"formula": "C5H15NO", "method": "ωB97M-V/def2-TZVPD", "gap_ev": 8.93, "smiles": "CC(C)N(C)C.O", "multiplicity": 1, "lumo_ha": 0.0251, "elements": ["C", "N", "C", "C", "C", "C", "H", "H", "H", "H", "H", "H", "H", "H", "H", "H", "H", "H", "H", "H", "H", "O"], "positions_angstrom": [[-1.955, -0.518, 0.200], [-0.630, -1.126, 0.165], [-0.357, -1.671, 1.500], [1.402, 0.311, 0.636], [0.348, -0.158, -0.361], [1.060, -0.661, -1.602], [-2.100, 0.013, -0.735], [-2.756, -1.240, 0.273], [-2.031, 0.203, 1.031], [-1.000, -2.511, 1.693], [-0.455, -0.868, 2.236], [0.681, -1.968, 1.570], [1.906, 1.223, 0.338], [2.243, -0.370, 0.797], [1.048, 0.566, 1.611], [-0.108, 0.785, -0.635], [1.632, 0.182, -1.990], [1.725, -1.459, -1.263], [0.368, -1.103, -2.312], [0.028, 3.874, -1.594], [-1.004, 3.198, -0.737], [-0.044, 3.298, -0.822]]}



Entry 4:
{"formula": "C21H22IN7O3S2Sn", "method": "ωB97M-V/def2-TZVPD", "gap_ev": 7.65, "total_charge": 2, "multiplicity": 1, "lumo_ha": -0.2412, "elements": ["Sn", "N", "C", "S", "N", "N", "C", "C", "C", "C", "C", "C", "N", "H", "H", "H", "H", "H", "H", "H", "C", "C", "C", "C", "C", "C", "C", "S", "O", "O", "N", "C", "C", "C", "C", "C", "N", "H", "H", "H", "H", "H", "H", "H", "H", "H", "H", "H", "N", "C", "O", "C", "I", "H", "H", "H", "H"], "positions_angstrom": [[-0.326, -0.951, 1.415], [-2.821, -0.349, 5.011], [-2.275, -0.804, 3.884], [-0.512, -0.756, 3.838], [-3.053, -1.243, 2.933], [-2.372, -1.710, 1.858], [-2.902, -2.567, 1.089], [-2.056, -3.148, 0.048], [-2.578, -4.001, -0.901], [-1.723, -4.578, -1.829], [-0.373, -4.296, -1.748], [0.076, -3.427, -0.769], [-0.740, -2.853, 0.121], [-2.265, -0.016, 5.778], [-3.823, -0.403, 5.115], [-3.918, -2.909, 1.249], [-3.640, -4.209, -0.904], [-2.106, -5.242, -2.592], [0.338, -4.733, -2.434], [1.128, -3.204, -0.695], [-1.142, 5.528, -3.802], [-1.076, 4.156, -3.200], [-0.619, 3.069, -3.941], [-0.540, 1.805, -3.381], [-0.925, 1.639, -2.057], [-1.402, 2.701, -1.294], [-1.471, 3.950, -1.874], [-0.810, 0.056, -1.355], [-0.564, -0.928, -2.364], [-1.908, -0.133, -0.389], [0.419, 0.068, -0.232], [1.634, -0.615, -0.322], [2.632, -0.512, -1.278], [3.780, -1.258, -1.076], [3.920, -2.064, 0.056], [2.888, -2.124, 0.965], [1.765, -1.424, 0.756], [-1.022, 5.496, -4.882], [-0.352, 6.159, -3.393], [-2.094, 6.007, -3.574], [-0.336, 3.209, -4.976], [-0.206, 0.959, -3.965], [-1.729, 2.548, -0.274], [-1.850, 4.785, -1.298], [2.505, 0.131, -2.136], [4.584, -1.207, -1.798], [4.818, -2.641, 0.222], [2.924, -2.738, 1.853], [1.717, 2.766, 3.491], [1.920, 1.627, 2.830], [1.019, 1.104, 2.165], [3.295, 1.029, 2.932], [3.304, -0.467, 4.452], [0.805, 3.195, 3.463], [2.448, 3.218, 4.013], [4.053, 1.759, 3.198], [3.556, 0.544, 1.997]]}



Entry 5:
{"formula": "C25H42BiCl2O2P2", "method": "ωB97M-V/def2-TZVPD", "gap_ev": [5.98, 5.22], "total_charge": 1, "multiplicity": 1, "lumo_ha": [-0.1092, -0.1101], "elements": ["Bi", "C", "C", "C", "C", "C", "C", "H", "H", "H", "C", "H", "H", "H", "C", "H", "H", "H", "C", "H", "H", "H", "C", "H", "H", "H", "C", "C", "C", "C", "C", "C", "C", "C", "H", "H", "H", "H", "H", "H", "H", "H", "H", "H", "H", "H", "P", "C", "C", "P", "C", "C", "C", "H", "H", "H", "H", "H", "H", "H", "H", "H", "H", "H", "H", "H", "H", "Cl", "C", "Cl", "C", "O", "O", "H"], "positions_angstrom": [[-0.610, -3.003, -3.685], [-1.740, 2.440, -0.550], [-2.699, 1.414, -0.361], [-1.679, 1.810, 1.673], [-1.109, 2.687, 0.713], [-2.626, 0.992, 1.000], [-1.473, 3.175, -1.806], [-1.676, 2.532, -2.668], [-0.425, 3.499, -1.865], [-2.115, 4.064, -1.915], [-0.073, 3.704, 0.997], [0.036, 4.369, 0.126], [0.906, 3.222, 1.209], [-0.349, 4.323, 1.876], [-1.323, 1.682, 3.099], [-0.900, 2.622, 3.460], [-0.571, 0.891, 3.243], [-2.218, 1.437, 3.681], [-3.468, -0.049, 1.628], [-4.303, 0.394, 2.207], [-2.859, -0.670, 2.307], [-3.908, -0.710, 0.866], [-3.610, 0.878, -1.398], [-4.573, 1.409, -1.361], [-3.808, -0.187, -1.236], [-3.187, 0.996, -2.406], [1.850, -3.839, -4.128], [1.122, -3.084, -5.113], [0.687, -3.696, -6.435], [-0.212, -4.943, -6.232], [-0.964, -4.854, -4.901], [-0.482, -5.205, -3.533], [0.833, -5.870, -3.243], [1.925, -5.324, -4.183], [1.528, -3.984, -7.114], [0.308, -5.911, -6.409], [0.134, -2.967, -7.046], [1.776, -5.731, -5.199], [2.633, -3.387, -3.531], [1.329, -2.010, -5.207], [2.932, -5.683, -3.876], [1.113, -5.747, -2.171], [-1.225, -5.428, -2.744], [0.698, -6.945, -3.408], [-0.996, -4.899, -7.023], [-2.051, -4.973, -5.069], [2.700, -0.745, -1.703], [4.455, -0.643, -2.007], [1.619, 0.038, -2.929], [2.194, -3.109, 0.491], [2.548, -2.523, -1.202], [0.462, -3.592, 0.509], [3.107, -4.735, 0.583], [4.911, -0.751, -1.011], [4.637, 0.342, -2.481], [4.854, -1.441, -2.640], [1.067, -0.638, -3.616], [2.279, 0.650, -3.576], [0.913, 0.746, -2.478], [3.565, -4.945, -0.396], [2.431, -5.544, 0.923], [3.912, -4.677, 1.336], [3.563, -2.998, -1.310], [1.799, -3.080, -1.802], [0.069, -3.308, 1.492], [0.423, -4.687, 0.429], [-0.051, -3.071, -0.301], [2.473, 1.637, 3.008], [3.038, 0.254, 2.021], [3.312, -1.275, 2.945], [2.078, -0.057, 0.881], [2.673, 0.153, -0.336], [0.928, -0.440, 1.013], [4.007, 0.532, 1.620]]}



Entry 6:
{"formula": "C19H20Cl2O6", "method": "ωB97M-V/def2-TZVPD", "gap_ev": 7.50, "smiles": "COC[C@H](OC)/C(Cl)=C(\\C)Cl.O=C1C=CC(=O)C=C1.O=C1C=CC(=O)C=C1", "multiplicity": 1, "lumo_ha": -0.0587, "elements": ["C", "O", "C", "C", "O", "C", "C", "Cl", "C", "C", "Cl", "H", "H", "H", "H", "H", "H", "H", "H", "H", "H", "H", "H", "C", "C", "C", "O", "C", "C", "C", "O", "H", "H", "H", "H", "C", "C", "C", "O", "C", "C", "C", "O", "H", "H", "H", "H"], "positions_angstrom": [[2.936, -0.796, 0.550], [1.725, -1.305, 0.038], [1.276, -2.449, 0.735], [-0.064, -2.873, 0.116], [-1.151, -2.508, 0.952], [-1.750, -1.277, 0.579], [-0.155, -4.352, -0.209], [-0.375, -4.706, -1.889], [-0.084, -5.315, 0.701], [0.078, -5.092, 2.171], [-0.194, -6.987, 0.260], [3.741, -1.538, 0.492], [3.195, 0.065, -0.064], [2.828, -0.471, 1.591], [1.118, -2.207, 1.793], [2.024, -3.250, 0.675], [-0.131, -2.330, -0.829], [-1.005, -0.477, 0.523], [-2.489, -1.029, 1.336], [-2.259, -1.360, -0.386], [1.031, -5.499, 2.515], [0.015, -4.037, 2.421], [-0.714, -5.616, 2.707], [-3.931, 2.112, 2.878], [-3.680, 3.281, 3.460], [-3.336, 4.483, 2.656], [-3.106, 5.548, 3.187], [-3.284, 4.329, 1.180], [-3.535, 3.160, 0.599], [-3.878, 1.960, 1.402], [-4.099, 0.891, 0.873], [-4.184, 1.221, 3.439], [-3.712, 3.421, 4.533], [-3.029, 5.219, 0.619], [-3.501, 3.019, -0.474], [3.069, 0.943, -2.861], [1.844, 1.440, -2.718], [1.484, 2.770, -3.274], [0.371, 3.229, -3.138], [2.543, 3.517, -4.000], [3.768, 3.019, -4.142], [4.131, 1.692, -3.579], [5.249, 1.242, -3.698], [3.351, -0.025, -2.464], [1.058, 0.909, -2.195], [2.254, 4.482, -4.398], [4.558, 3.544, -4.663]]}



Question: multiplicity of number 4 (C21H22IN7O3S2Sn)?
Answer: 1



Question: What is the multiplicity in the third record?
Answer: 1



Question: What is the multiplicity in the first record?
Answer: 1